## P
20
Properties=species:S:1:pos:R:3 method="wB97M-V/def2-TZVPD" orbital_gap_ev=8.4 total_charge=0 smiles="C=C[Si](=C)C.C#CC" homo_ev=-7.88
C -3.2844 -0.4642 0.1860
C -3.2271 -0.6949 -0.9598
C 0.4372 -1.9690 0.0041
C 0.3177 -0.6544 -0.0447
C -3.0071 -0.1273 1.6029
C 3.5476 0.3230 -0.1875
C 1.3158 2.3134 -0.6181
Si 1.6599 0.6698 -0.1843
H -0.3558 -2.6167 0.2009
H 1.5031 -2.2602 0.1593
H -0.6436 -0.1776 -0.0648
H -2.5978 0.8485 1.7006
H -4.0113 -0.1778 2.1713
H -2.2107 -0.8638 1.9533
H 4.1053 1.2563 -0.4240
H 4.0580 0.1224 0.6746
H 3.7559 -0.5974 -0.7496
H 0.3992 2.7992 -0.5899
H -3.6420 -1.2382 -1.7765
H 2.0347 3.1140 -0.8217

***

## Q
20
Properties=species:S:1:pos:R:3 method="wB97M-V/def2-TZVPD" orbital_gap_ev=9.5 total_charge=0 smiles="CC1=C(C)[C@@H]2C[C@@H]2[SiH2]1" homo_ev=-8.48
C 0.2683 -1.3408 -0.5211
C -0.6719 -0.2727 -0.0574
C -0.1859 0.9486 0.1476
C 1.6716 -0.8257 -0.5779
C 1.3399 -1.8915 0.3420
C -2.2180 -0.5838 0.0451
C -0.9495 2.1876 0.2955
Si 1.7833 0.9453 -0.0744
H -0.1396 -1.9495 -1.3654
H 1.5415 -1.5490 1.3543
H 1.7790 -2.8131 0.1317
H -2.3265 -1.5940 -0.4007
H -2.7836 0.2889 -0.4089
H -2.4325 -0.6589 1.1015
H -0.3298 3.1516 0.4563
H -1.7631 2.1146 1.1044
H -1.5992 2.0854 -0.6036
H 2.2268 -1.1205 -1.5150
H 2.2876 0.9611 1.4360
H 2.5015 1.9163 -0.8899

***

According to the calculations, the structures order from most to least stable as Q, P.